# 1
12
Properties=species:S:1:pos:R:3:lowdin_charge:R:1 method="wB97M-V/def2-TZVPD" e_homo_ev=-9.60 molar_mass_g_mol=108.10 e_lumo_ha=-0.05769 total_energy_ha=-373.75448 e_above_lowest_kcal_mol=56.7
C -1.16481 -0.09195 0.04081 -0.502
C 0.71196 -1.43378 -0.11017 -0.122
C 1.77506 -0.53009 0.16576 -0.121
C 0.58507 1.52633 -0.09322 -0.206
H -2.84973 0.83061 0.06726 0.083
H 1.05880 -2.51314 -0.20866 0.128
H 2.71032 -1.10312 0.25104 0.115
H 0.82157 2.61019 -0.16794 0.121
N -2.44532 -0.16260 0.08212 0.137
N -0.55913 -1.30969 -0.07891 0.137
N 1.73738 0.73761 0.01790 0.099
N -0.61645 1.21358 -0.01551 0.131

***

# 2
87
Properties=species:S:1:pos:R:3:lowdin_spin:R:1 method="wB97M-V/def2-TZVPD" e_homo_ev="-14.97 / -15.53" molar_mass_g_mol=921.94 e_lumo_ha="-0.24729 / -0.38121" total_energy_ha=-4794.81279 spin_multiplicity=6 e_above_lowest_kcal_mol=4.8 charge=+3
Ir -1.06494 0.44824 0.52418 2.719
N -0.18667 -5.03688 6.98623 0.294
C -0.30244 -4.01574 6.15891 0.117
C 0.67617 -2.96632 6.17598 0.138
C 0.53518 -1.90644 5.33404 -0.005
C -0.56897 -1.86238 4.45978 0.250
C -1.53617 -2.88132 4.41785 -0.003
C -1.41355 -3.95415 5.25176 0.153
S -0.81765 -0.40082 3.45975 0.044
O -2.21240 -0.35080 3.11583 0.047
O -0.19367 0.66988 4.17321 0.023
N -0.07126 -0.65784 2.01205 0.218
C 1.27721 -0.27782 1.88660 0.025
N 2.17775 -0.61101 2.79098 0.012
C 3.42096 -0.19493 2.55413 0.002
C 3.76284 0.53724 1.42554 0.008
C 2.74380 0.83368 0.54700 0.013
N 1.49294 0.42277 0.77274 0.112
H 0.58155 -5.10124 7.64276 0.005
H -0.86731 -5.78615 7.00256 0.005
H 1.50688 -3.02558 6.86786 0.004
H 1.24684 -1.09316 5.32834 -0.003
H -2.37836 -2.79359 3.74489 -0.003
H -2.14666 -4.75072 5.25189 0.005
H 4.16837 -0.46005 3.29204 0.000
H 4.77757 0.85914 1.24664 0.001
H 2.92142 1.41161 -0.35178 0.001
N -0.44793 -0.06091 -1.62588 0.160
C -0.92756 -1.43653 -1.90040 0.012
C -0.91152 -1.82502 -3.37456 0.007
C -1.90715 -1.05643 -4.26898 0.000
C -2.72024 -1.98243 -5.17029 0.000
N -3.59166 -2.82194 -4.34806 0.000
C -4.90309 -2.96974 -4.49006 0.000
N -5.63356 -3.26434 -3.41527 0.000
N -5.47877 -2.82437 -5.68572 0.000
C -2.31515 -1.57474 -1.25799 0.022
O -3.06703 -2.46294 -1.61557 0.020
O -2.59020 -0.68467 -0.35500 0.248
H -0.92189 0.61068 -2.22936 0.005
H 0.55038 0.02651 -1.78673 0.004
H -0.27088 -2.11362 -1.34641 0.000
H -1.09784 -2.89969 -3.41796 0.001
H 0.10656 -1.69992 -3.75015 0.001
H -1.37964 -0.35074 -4.91192 0.000
H -2.60457 -0.46628 -3.66307 0.000
H -2.04883 -2.60390 -5.76534 0.000
H -3.33638 -1.39672 -5.85203 0.000
H -3.24962 -3.02465 -3.41210 0.000
H -5.22846 -3.14846 -2.49819 0.000
H -6.56062 -3.64512 -3.49764 0.000
H -4.93768 -2.95096 -6.52500 0.000
H -6.48088 -2.83009 -5.77794 0.000
C -4.90671 3.79847 3.80301 0.011
C -5.22021 3.93473 2.45779 0.000
C -4.26110 3.66833 1.49176 0.011
C -2.99240 3.26018 1.89158 0.027
C -2.67131 3.11682 3.24051 0.011
C -3.63653 3.39500 4.19505 -0.001
As -1.64714 2.89158 0.59644 0.152
C -2.31285 3.20189 -1.17871 0.040
C -3.29501 2.35276 -1.69091 0.013
C -3.77222 2.56761 -2.97594 -0.001
C -3.26631 3.61092 -3.74286 0.010
C -2.28491 4.44761 -3.22800 0.002
C -1.80191 4.24672 -1.94224 0.011
C -0.11780 4.00206 0.86427 0.024
C 0.99965 3.79887 0.05600 0.007
C 2.10164 4.62520 0.19444 -0.001
C 2.09020 5.64178 1.14367 0.008
C 0.97621 5.84059 1.94608 0.000
C -0.13820 5.02312 1.80667 0.009
H -5.65541 4.01632 4.55299 0.001
H -6.20792 4.25936 2.16039 0.000
H -4.49822 3.79558 0.44326 0.000
H -1.68124 2.80117 3.54777 0.001
H -3.39677 3.30111 5.24562 0.000
H -3.69652 1.54458 -1.08884 0.001
H -4.55538 1.93349 -3.37155 0.000
H -3.64740 3.78053 -4.74112 0.001
H -1.90378 5.26752 -3.82174 0.000
H -1.04762 4.90902 -1.53683 0.000
H 0.99516 3.00904 -0.68998 0.000
H 2.96823 4.49072 -0.44023 0.000
H 2.95212 6.28678 1.24985 0.000
H 0.96798 6.63929 2.67523 0.000
H -1.01285 5.18767 2.42222 0.000

***

# 3
123
Properties=species:S:1:pos:R:3:lowdin_charge:R:1 method="wB97M-V/def2-TZVPD" e_homo_ev=-9.87 molar_mass_g_mol=1038.39 e_lumo_ha=-0.10292 total_energy_ha=-3412.50556 e_above_lowest_kcal_mol=0.0 charge=+1
Ir 0.44485 -0.06608 -0.54584 1.037
C 3.76659 2.47089 2.42856 -0.060
C 3.01569 1.14782 2.28313 -0.379
C 3.87356 -0.00036 2.82405 -0.034
C 1.65000 1.14316 2.93407 -0.151
C 1.42036 1.89522 4.08087 -0.035
C 0.20926 1.82864 4.74902 -0.055
C -0.79804 1.01392 4.26601 -0.036
C -0.62736 0.26147 3.10884 -0.130
C -1.76088 -0.62088 2.62622 -0.369
C -3.06632 0.15985 2.46469 -0.042
C -1.94811 -1.81237 3.56782 -0.040
C 0.61336 0.32609 2.45265 -0.161
N 0.80785 -0.52767 1.31359 -0.150
C 1.16259 -1.81473 1.51021 -0.156
C 0.97381 -2.63677 0.43117 -0.167
N 0.44378 -2.00681 -0.64734 -0.151
C -0.25665 -2.84250 -1.59836 -0.134
C -0.03655 -2.76216 -2.98491 -0.146
C -0.66579 -3.67485 -3.82140 -0.029
C -1.52870 -4.63443 -3.32680 -0.051
C -1.82000 -4.63455 -1.97859 -0.030
C -1.22371 -3.73677 -1.09737 -0.126
C -1.76124 -3.71796 0.32621 -0.383
C -3.25129 -3.36311 0.31111 -0.048
C -1.52323 -5.03772 1.05939 -0.046
C 0.75880 -1.65875 -3.64612 -0.350
C -0.01848 -0.34528 -3.51490 -0.060
C 2.23015 -1.64173 -3.24147 -0.053
H 4.62708 2.48412 1.75538 0.077
H 4.15121 2.61086 3.44066 0.083
H 3.13897 3.32939 2.18568 0.073
H 2.85453 0.98030 1.22236 0.068
H 4.02651 0.11253 3.89934 0.095
H 4.85663 -0.00707 2.34732 0.071
H 3.41172 -0.97086 2.64833 0.063
H 2.21004 2.52463 4.47112 0.113
H 0.05904 2.40013 5.65644 0.111
H -1.73495 0.94255 4.80451 0.114
H -1.48729 -1.00268 1.64363 0.091
H -3.44289 0.51198 3.42746 0.070
H -3.83655 -0.47697 2.02657 0.087
H -2.93872 1.02581 1.81180 0.062
H -2.19475 -1.48017 4.57870 0.086
H -1.04187 -2.41872 3.62684 0.083
H -2.76208 -2.44960 3.22083 0.068
H 1.49930 -2.12928 2.48840 0.134
H 1.11213 -3.70767 0.42886 0.131
H -0.47394 -3.61945 -4.88639 0.117
H -1.99955 -5.34497 -3.99277 0.112
H -2.55065 -5.33448 -1.59341 0.115
H -1.25328 -2.93648 0.88451 0.083
H -3.84461 -4.13501 -0.18158 0.081
H -3.42920 -2.42100 -0.21184 0.086
H -3.62559 -3.26498 1.33100 0.067
H -2.01948 -5.86751 0.55304 0.080
H -1.92225 -4.98269 2.07405 0.082
H -0.46111 -5.27938 1.12504 0.076
H 0.74623 -1.87366 -4.71809 0.132
H -0.26020 -0.05956 -2.46661 -0.013
H -0.99897 -0.44939 -3.98143 0.103
H 0.50696 0.50224 -3.95492 0.073
H 2.34635 -1.57384 -2.16757 0.027
H 2.75942 -0.81131 -3.71562 0.064
H 2.70077 -2.57203 -3.56408 0.098
C -4.35177 3.28653 3.95641 -0.106
C -3.11383 3.78908 3.22222 -0.305
S -3.62019 5.03044 2.05592 0.659
O -4.38167 4.38937 1.01235 -0.289
O -4.17779 6.12632 2.79803 -0.288
C -2.09173 5.62560 1.31275 -0.191
C -1.88783 5.18961 -0.12829 -0.122
N -1.72330 3.74498 -0.33491 0.070
C -0.63423 3.02101 0.01567 -0.305
N -0.79129 1.74357 -0.32662 -0.047
C -2.04927 1.62880 -0.85968 -0.044
C -2.61825 2.85509 -0.88969 -0.139
N -3.87394 3.17432 -1.52416 -0.340
O -4.01559 4.28564 -1.98963 0.103
O -4.63687 2.24411 -1.66034 0.120
C 0.51113 3.58843 0.76925 0.009
H -4.06059 2.55361 4.70655 0.072
H -5.05161 2.81915 3.26524 0.086
H -4.85387 4.11007 4.46081 0.083
H -2.59976 2.99905 2.67042 0.072
H -2.40856 4.27116 3.90142 0.107
H -1.26594 5.37764 1.98020 0.096
H -2.20805 6.71044 1.32029 0.116
H -1.00273 5.68123 -0.53182 0.136
H -2.73680 5.49632 -0.72734 0.114
H -2.44704 0.70054 -1.23067 0.126
H 0.62573 4.65564 0.58599 0.091
H 1.42847 3.08330 0.48522 0.028
H 0.36298 3.42426 1.83990 0.091
C 5.08339 0.82942 -5.04916 -0.096
C 4.11266 1.83461 -4.44252 -0.240
C 4.54342 2.31265 -3.06152 -0.195
N 4.63449 1.21426 -2.09586 0.052
C 3.62246 0.70000 -1.42400 -0.678
S 2.07036 1.42600 -1.52563 0.747
N 3.78615 -0.39366 -0.63005 0.110
C 4.78356 -1.39912 -0.58796 -0.381
O 4.46004 -2.49037 -0.20278 0.147
C 6.18014 -1.05706 -0.97570 -0.178
C 6.86016 -0.00942 -0.35745 -0.047
C 8.17691 0.25356 -0.70477 -0.056
C 8.80457 -0.51653 -1.67568 -0.058
C 8.12613 -1.56291 -2.28668 -0.052
C 6.81680 -1.84507 -1.92906 -0.008
H 4.74378 0.50091 -6.03061 0.079
H 5.18217 -0.06165 -4.42388 0.058
H 6.07722 1.26576 -5.17028 0.079
H 3.11070 1.40512 -4.36831 0.078
H 4.02666 2.71307 -5.08551 0.118
H 3.86056 3.06482 -2.67085 0.093
H 5.53860 2.75693 -3.10588 0.131
H 5.53874 0.77720 -1.98518 0.113
H 2.90488 -0.72290 -0.23368 0.071
H 6.36367 0.58920 0.39814 0.113
H 8.71420 1.05397 -0.21388 0.113
H 9.82962 -0.30569 -1.94990 0.113
H 8.62175 -2.16693 -3.03470 0.114
H 6.28416 -2.67374 -2.37789 0.128

***

# 4
73
Properties=species:S:1:pos:R:3:lowdin_spin:R:1 method="wB97M-V/def2-TZVPD" e_homo_ev="-8.53 / -8.75" molar_mass_g_mol=859.90 e_lumo_ha="-0.05743 / -0.10228" total_energy_ha=-10014.54710 spin_multiplicity=6 e_above_lowest_kcal_mol=10.1
Mn 0.83450 0.18153 -0.81566 3.763
C 3.78615 0.96866 0.88270 0.000
C 3.61880 0.33672 -0.47721 0.010
C 3.63951 1.12529 -1.62814 0.012
C 3.69911 0.54767 -2.89402 0.008
C 3.72563 1.42659 -4.11579 0.001
C 3.75086 -0.83861 -2.99764 0.004
C 3.67596 -1.65366 -1.87589 0.005
C 3.66962 -3.15180 -2.01582 0.001
C 3.59408 -1.05370 -0.62360 0.011
H 4.73042 1.51500 0.91009 0.000
H 3.81063 0.21256 1.66731 0.000
H 2.99372 1.68438 1.09535 0.000
H 3.64535 2.20449 -1.52930 0.000
H 4.68304 1.94548 -4.19369 0.000
H 2.94584 2.18741 -4.05573 0.001
H 3.58087 0.84584 -5.02595 0.000
H 3.79874 -1.29819 -3.98004 0.000
H 4.68904 -3.54112 -2.06271 0.000
H 3.15051 -3.44988 -2.92678 0.000
H 3.16833 -3.62141 -1.16904 0.000
H 3.60239 -1.67824 0.26454 0.000
C 1.38208 -1.46099 2.42115 0.000
As 0.06291 -1.51007 0.99199 -0.020
C -0.37416 -3.39791 1.06836 -0.004
C -1.33447 -0.64507 2.08051 -0.007
C -2.81177 -0.48294 1.68877 0.000
C -3.44037 -1.87266 1.50879 0.000
C -3.08461 0.35847 0.43312 0.001
As -2.26900 -0.19359 -1.26798 0.031
C -3.37151 -1.73088 -1.80022 0.010
C -3.20334 1.09186 -2.39991 0.007
C -3.52720 0.18052 2.88609 0.000
As -3.07947 1.93893 3.69958 0.003
C -1.51205 1.43327 4.77562 0.000
C -2.07478 2.97455 2.36767 0.008
H 0.95338 -1.86418 3.33767 0.000
H 1.68486 -0.42730 2.57689 0.000
H 2.25591 -2.04922 2.14374 0.000
H -0.85757 -3.60135 2.02158 -0.001
H 0.55450 -3.96218 1.00001 0.000
H -1.02452 -3.70045 0.25044 0.000
H -0.89207 0.33007 2.27633 0.000
H -1.31019 -1.20145 3.02154 -0.001
H -2.97658 -2.41125 0.68420 0.000
H -4.50833 -1.79043 1.29715 0.000
H -3.31853 -2.47186 2.41492 0.000
H -2.72194 1.37486 0.57432 0.001
H -4.16679 0.42806 0.28725 0.000
H -4.38070 -1.64717 -1.39844 0.001
H -2.93034 -2.67818 -1.49626 0.000
H -3.41736 -1.71456 -2.88943 0.000
H -4.27088 0.87261 -2.38256 0.001
H -2.83188 0.99846 -3.41959 0.000
H -3.02518 2.11169 -2.06531 0.001
H -3.47023 -0.48657 3.75327 0.000
H -4.58871 0.25955 2.63862 0.000
H -1.70457 0.50665 5.31617 0.000
H -1.33869 2.22279 5.50627 0.000
H -0.61123 1.32179 4.17249 0.000
H -2.69473 3.29106 1.53083 0.001
H -1.19464 2.43252 2.01486 0.006
H -1.72996 3.87516 2.87723 0.000
O 0.72006 -2.15709 -4.42599 0.051
S 0.39834 -0.96098 -3.67315 0.056
N 0.81125 -0.94259 -2.25517 -0.014
F 0.73508 1.18218 0.73068 0.082
Te 0.08722 3.29268 -0.91468 0.282
F 1.90571 3.27144 -0.34758 0.075
F 0.83392 4.16334 -2.38175 -0.006
F 0.14927 4.98229 -0.06168 0.165
F -1.52935 3.90037 -1.70456 0.107
O 0.25012 1.67080 -1.89686 0.345

***

# 5
30
Properties=species:S:1:pos:R:3:lowdin_spin:R:1 method="wB97M-V/def2-TZVPD" e_homo_ev="-15.01 / -14.81" molar_mass_g_mol=451.36 e_lumo_ha="-0.29274 / -0.41337" total_energy_ha=-1315.52202 spin_multiplicity=3 e_above_lowest_kcal_mol=10.1 charge=+2
Pt 0.02491 1.59506 -0.70448 0.979
C 0.05515 1.91978 1.26585 0.107
O 0.07401 2.11313 2.40468 0.009
C 0.01502 3.52572 -1.17972 0.114
O 0.01637 4.66852 -1.32753 0.018
C -1.95665 1.41317 -0.79794 0.121
O -3.09025 1.23347 -0.68496 0.024
C 2.00553 1.42488 -0.86265 0.122
O 3.13793 1.23853 -0.77033 0.024
C 0.01786 -0.24307 -5.48932 0.032
H 0.95268 -0.80677 -5.39311 0.001
H -0.91449 -0.80608 -5.36862 0.001
C 0.01454 1.06452 -5.79999 0.031
H -0.92068 1.61634 -5.94634 0.000
H 0.94654 1.61497 -5.97023 0.000
S 0.03408 -0.93649 -0.77337 0.315
C -0.01705 -1.28531 0.92458 0.047
N -1.19689 -1.34891 1.55862 0.017
C -1.23967 -1.79523 2.95796 0.002
C -0.11216 -1.12292 3.70995 0.001
C 1.21568 -1.47643 3.07048 0.003
N 1.11236 -1.50952 1.60349 0.026
H -2.00166 -1.52678 0.96065 0.001
H -1.12780 -2.88732 2.99051 0.001
H -2.22015 -1.53180 3.35515 0.000
H -0.11028 -1.47428 4.74674 0.000
H -0.24016 -0.03215 3.70850 0.000
H 1.55792 -2.46167 3.40749 0.001
H 1.99548 -0.75824 3.34035 0.001
H 1.97179 -1.42513 1.06360 0.000